Record 1
The following is a DFT calculation (the ωB97M-V functional and the def2-TZVPD basis) of a 6-piece molecular cluster, H12O6 overall.

Last column: Löwdin spin population.
Cartesian coordinates (Å):
O (-0.0867, 0.0645, 0.5986)  0.055
H (0.2433, -0.2877, -0.2280)  0.029
H (-1.0348, 0.1147, 0.4767)  0.013
O (1.5989, -1.6066, -1.1241)  0.235
H (2.4114, -1.7218, -0.6313)  0.085
H (1.8575, -1.1102, -1.9006)  0.108
O (-0.8204, 0.3708, -2.7422)  0.124
H (-0.1027, -0.2384, -2.5691)  0.057
H (-1.5906, -0.0514, -2.3619)  0.034
O (2.5240, 1.4163, 1.0219)  0.089
H (2.7571, 0.5134, 1.2383)  0.030
H (2.8642, 1.5463, 0.1367)  0.040
O (-0.5219, -1.7899, 2.3868)  0.034
H (-0.2736, -1.0098, 1.8909)  0.005
H (-1.3103, -2.1115, 1.9494)  0.008
O (-2.4899, 1.9096, 0.7858)  0.034
H (-2.6920, 1.9581, -0.1486)  0.013
H (-3.3336, 2.0335, 1.2206)  0.005

Total charge: -1
Energy relative to the best compared isomer or geometry (same formula, charge and spin), kcal/mol: 24.90
Spin multiplicity: 2
Highest occupied orbital energy (spin up / spin down), eV: 0.3275 / -7.2774

Record 2
The following is a DFT calculation (the ωB97M-V functional and the def2-TZVPD basis) of a 6-piece molecular cluster, H12O6 overall.

Last column: Löwdin spin population.
Cartesian coordinates (Å):
O (11.4373, -11.0698, -4.1941)  0.264
H (10.4907, -11.1802, -4.1052)  0.063
H (11.7699, -11.1192, -3.2979)  0.123
O (15.0159, -13.7200, -4.6955)  0.071
H (14.3790, -14.4246, -4.5766)  0.012
H (14.4856, -12.9260, -4.7629)  0.023
O (10.3077, -12.7579, -6.8460)  0.053
H (11.0329, -12.2359, -6.5026)  0.017
H (9.9666, -12.2430, -7.5773)  0.010
O (16.6747, -11.2019, -8.1198)  0.022
H (15.9643, -11.1612, -8.7601)  0.003
H (16.5126, -10.4623, -7.5342)  0.008
O (13.3620, -11.3130, -6.2343)  0.064
H (12.6248, -11.1166, -5.6563)  0.021
H (14.0071, -10.6330, -6.0400)  0.019
O (14.8827, -10.0795, -3.4951)  0.123
H (15.7272, -10.5063, -3.3507)  0.024
H (14.2639, -10.5887, -2.9716)  0.080

Total charge: -1
Energy relative to the best compared isomer or geometry (same formula, charge and spin), kcal/mol: 17.27
Spin multiplicity: 2
Highest occupied orbital energy (spin up / spin down), eV: 0.3651 / -7.6789

Record 3
The following is a DFT calculation (the ωB97M-V functional and the def2-TZVPD basis) of a 6-piece molecular cluster, H12O6 overall.

Last column: Löwdin charge in e.
Cartesian coordinates (Å):
O (-0.5124, -2.3754, -0.1324)  -0.071
H (-0.6621, -2.0015, -1.0246)  0.004
H (0.3719, -2.7624, -0.1623)  0.040
O (1.5919, -1.0757, 1.8091)  -0.077
H (0.7060, -0.9572, 1.4291)  -0.018
H (1.4352, -1.0492, 2.7593)  0.040
O (-0.6536, 0.1957, 2.8000)  -0.050
H (-1.5737, 0.2410, 3.0858)  0.053
H (-0.5991, 0.7875, 2.0375)  0.030
O (0.7144, 0.7863, -0.1560)  -0.058
H (1.3025, 1.1050, 0.5436)  0.065
H (0.9137, -0.1586, -0.2342)  0.033
O (-0.4182, 2.4369, -2.1674)  -0.071
H (0.0332, 2.1526, -1.3536)  -0.004
H (-0.1619, 3.3532, -2.3139)  0.039
O (-0.9652, -0.6004, -2.2909)  -0.052
H (-0.2285, -0.2550, -2.8115)  0.056
H (-1.2941, 0.1771, -1.8176)  0.040

Energy relative to the best compared isomer or geometry (same formula, charge and spin), kcal/mol: 21.47
Spin multiplicity: 1
Highest occupied orbital energy, eV: -11.1051

Please write out number 3 again, unchanged.
The following is a DFT calculation (the ωB97M-V functional and the def2-TZVPD basis) of a 6-piece molecular cluster, H12O6 overall.

Last column: Löwdin charge in e.
Cartesian coordinates (Å):
O (-0.5124, -2.3754, -0.1324)  -0.071
H (-0.6621, -2.0015, -1.0246)  0.004
H (0.3719, -2.7624, -0.1623)  0.040
O (1.5919, -1.0757, 1.8091)  -0.077
H (0.7060, -0.9572, 1.4291)  -0.018
H (1.4352, -1.0492, 2.7593)  0.040
O (-0.6536, 0.1957, 2.8000)  -0.050
H (-1.5737, 0.2410, 3.0858)  0.053
H (-0.5991, 0.7875, 2.0375)  0.030
O (0.7144, 0.7863, -0.1560)  -0.058
H (1.3025, 1.1050, 0.5436)  0.065
H (0.9137, -0.1586, -0.2342)  0.033
O (-0.4182, 2.4369, -2.1674)  -0.071
H (0.0332, 2.1526, -1.3536)  -0.004
H (-0.1619, 3.3532, -2.3139)  0.039
O (-0.9652, -0.6004, -2.2909)  -0.052
H (-0.2285, -0.2550, -2.8115)  0.056
H (-1.2941, 0.1771, -1.8176)  0.040

Energy relative to the best compared isomer or geometry (same formula, charge and spin), kcal/mol: 21.47
Spin multiplicity: 1
Highest occupied orbital energy, eV: -11.1051